8 unconnected molecules or ions with the total composition C41H69BNO21 in a non-equilibrium geometry. Source: the Open Molecules 2025 dataset; level of theory: ωB97M-V/def2-TZVPD.

Positions of all 133 atoms, in Å:
1 C -2.2213 4.5218 0.8554
2 C -1.6939 4.5980 -0.6196
3 N -1.3106 5.7724 -1.0460
4 C -1.5812 3.3551 -1.5874
5 B -2.5297 2.0970 -1.0903
6 C -1.7381 0.9033 -0.2655
7 C -0.4812 1.3728 0.5681
8 C 0.3757 0.1033 1.0332
9 C 0.9430 -0.6923 -0.2216
10 C 1.5691 0.7124 1.9153
11 C 2.6741 1.4409 1.0512
12 C 2.9488 2.9302 1.5047
13 C 3.3611 3.8393 0.5163
14 C 2.4592 4.0579 -0.7679
15 C 4.6780 4.6839 0.5797
16 H -1.4729 3.9726 1.4797
17 H -3.2289 4.0298 0.9381
18 H -2.3494 5.5411 1.3249
19 H -1.4512 6.4634 -0.2977
20 H -1.9505 3.7303 -2.5870
21 H -0.5034 3.0673 -1.7699
22 H -2.9680 1.5829 -2.1023
23 H -3.5080 2.5207 -0.5144
24 H -2.4648 0.4812 0.4831
25 H -1.5328 0.0726 -0.9937
26 H -0.8532 1.8440 1.5210
27 H 0.2383 2.0197 0.0092
28 H -0.2246 -0.5508 1.7171
29 H 0.8831 0.0333 -1.0846
30 H 2.0235 -0.9664 -0.1118
31 H 0.3318 -1.5858 -0.4859
32 H 1.9732 -0.0651 2.6196
33 H 1.0759 1.5145 2.5401
34 H 2.4332 1.5099 -0.0420
35 H 3.6435 0.8928 1.1870
36 H 2.7920 3.2683 2.5597
37 H 1.4353 3.6299 -0.5888
38 H 2.2852 5.1556 -0.9489
39 H 2.9289 3.5645 -1.6598
40 H 4.3868 5.7686 0.6444
41 H 5.1899 4.5227 -0.4124
42 H 5.3847 4.3660 1.3804
43 C 7.5497 3.2409 -2.3996
44 C 7.2805 1.8629 -1.8394
45 C 7.4731 0.7483 -2.8280
46 O 6.6061 -0.2622 -2.3125
47 C 5.6123 0.3853 -1.6379
48 O 4.6259 -0.1399 -1.2339
49 O 5.9020 1.7039 -1.4896
50 H 6.9924 3.4065 -3.3245
51 H 7.2251 4.0082 -1.6949
52 H 8.6133 3.3782 -2.6031
53 H 7.8759 1.7039 -0.9333
54 H 8.5029 0.3924 -2.8667
55 H 7.1426 1.0013 -3.8398
56 C -7.4662 -2.1555 1.6508
57 C -6.1328 -1.4445 1.6015
58 C -5.8881 -0.6889 0.3310
59 O -4.4607 -0.6736 0.2593
60 C -4.0279 -1.7794 0.9170
61 O -2.9066 -2.1831 0.9013
62 O -5.0484 -2.3764 1.5989
63 H -7.6150 -2.7774 0.7651
64 H -7.5101 -2.8247 2.5142
65 H -8.2892 -1.4418 1.7179
66 H -6.0187 -0.7999 2.4799
67 H -6.2859 0.3235 0.3630
68 H -6.2720 -1.1974 -0.5587
69 C -1.6813 -3.9383 -1.2019
70 C -1.9940 -4.7029 -2.4675
71 C -2.3314 -6.1489 -2.2450
72 O -1.9636 -6.7378 -3.4950
73 C -0.9757 -5.9595 -4.0171
74 O -0.3146 -6.2590 -4.9619
75 O -0.8435 -4.8041 -3.3178
76 H -0.9235 -4.4539 -0.6065
77 H -1.2770 -2.9542 -1.4410
78 H -2.5735 -3.8096 -0.5924
79 H -2.7804 -4.1885 -3.0303
80 H -3.3892 -6.3083 -2.0378
81 H -1.7360 -6.6166 -1.4553
82 C -10.3032 -4.0982 5.6129
83 C -9.3976 -2.8956 5.4752
84 C -9.2855 -2.0659 6.7216
85 O -8.9614 -0.7812 6.1947
86 C -9.4914 -0.7244 4.9432
87 O -9.5637 0.2663 4.2886
88 O -9.9306 -1.9502 4.5419
89 H -11.2797 -3.8127 6.0109
90 H -10.4819 -4.5542 4.6375
91 H -9.8613 -4.8453 6.2742
92 H -8.4136 -3.2079 5.1093
93 H -8.5039 -2.4175 7.3942
94 H -10.2260 -1.9847 7.2750
95 C 7.9298 -4.1659 0.3977
96 C 8.0241 -2.8769 1.1816
97 C 6.9354 -1.8899 0.8767
98 O 7.5615 -0.6443 1.1982
99 C 8.8954 -0.8209 1.0125
100 O 9.6977 0.0604 1.0118
101 O 9.1945 -2.1343 0.8219
102 H 7.8349 -3.9700 -0.6726
103 H 8.8364 -4.7600 0.5303
104 H 7.0720 -4.7572 0.7216
105 H 8.0815 -3.0944 2.2536
106 H 6.0439 -2.0444 1.4830
107 H 6.6516 -1.8686 -0.1791
108 C -12.8122 2.6854 0.9125
109 C -11.3721 2.4373 1.3005
110 C -10.4800 3.6382 1.1602
111 O -9.2022 3.0368 0.9590
112 C -9.4259 1.8263 0.3835
113 O -8.5762 1.1375 -0.0817
114 O -10.7483 1.5085 0.4104
115 H -12.8810 3.1389 -0.0790
116 H -13.3623 1.7436 0.8666
117 H -13.3021 3.3435 1.6323
118 H -11.3231 2.0166 2.3104
119 H -10.4764 4.2677 2.0494
120 H -10.7135 4.2530 0.2855
121 C 11.2897 -2.2957 -4.6606
122 C 12.1913 -1.0904 -4.8032
123 C 12.3098 -0.2588 -3.5581
124 O 12.6285 1.0289 -4.0874
125 C 12.0884 1.0817 -5.3358
126 O 12.0074 2.0698 -5.9914
127 O 11.6514 -0.1451 -5.7311
128 H 10.3149 -2.0133 -4.2567
129 H 11.1063 -2.7518 -5.6351
130 H 11.7375 -3.0419 -4.0022
131 H 13.1742 -1.4001 -5.1747
132 H 13.0963 -0.6089 -2.8905
133 H 11.3736 -0.1779 -2.9977

Results
HOMO level = -4.26 eV
E_tot = -3263.31095 hartree
Net charge = -1
LUMO = 1.6 eV
Max |F| = 2.51 eV Å⁻¹

Here are the Löwdin charges for atoms 1 to 4, given in e: atom 1 (C): -0.08, atom 2 (C): -0.39, atom 3 (N): 0.05, atom 4 (C): -0.18